# 1
Formula: C4H11N2O
Source: the OMol25 dataset
Level of theory: ωB97M-V/def2-TZVPD

Output
Charge: -1
SMILES: C[C@@H](N)CNC[O-]
Gap between HOMO and LUMO in hartree: 0.25827

Geometry as XYZ:
```
18
C4H11N2O | the OMol25 dataset | ωB97M-V/def2-TZVPD
C 2.3224 -0.0922 0.0319
C 0.8468 0.2268 -0.2090
N 0.4353 -0.3319 -1.5175
C -0.0234 -0.2722 0.9375
N -1.3225 0.4360 1.0398
C -2.1467 0.3206 -0.1998
O -2.2917 -0.9233 -0.6545
H 2.5332 -1.1450 0.2066
H 2.7064 0.3749 0.9456
H 2.8531 0.3373 -0.8093
H 0.7700 1.3159 -0.1954
H -0.1207 0.3763 -1.9911
H -0.3651 -0.9514 -1.3107
H 0.5136 0.0288 1.8459
H -0.1586 -1.3516 1.0002
H -1.8099 -0.1535 1.7191
H -3.1160 0.7915 0.0673
H -1.6265 1.0130 -0.9065
```


# 2
Formula: C4H11N2O
Source: the OMol25 dataset
Level of theory: ωB97M-V/def2-TZVPD

Output
Charge: -1
Gap between HOMO and LUMO in hartree: 0.22966

Geometry as XYZ:
```
18
C4H11N2O | the OMol25 dataset | ωB97M-V/def2-TZVPD
C -0.4149 1.2456 -0.0901
N -0.1775 -0.0932 0.6572
C 1.0416 1.8035 -0.5331
C 1.9838 0.7424 -1.1715
N 0.1141 2.5599 -1.2135
C -1.7397 -2.5132 0.8416
O -0.4844 -2.7635 1.2613
H -0.9360 2.0880 0.4769
H -1.0216 1.0618 -0.9391
H -0.3055 -1.0718 0.8430
H 0.5383 0.1158 1.3258
H 1.5043 2.4364 0.3183
H 1.3108 0.2131 -1.7670
H 2.2896 0.1857 -0.3037
H 2.7934 1.2394 -1.6597
H -2.2136 -3.5314 0.5390
H -1.8517 -1.8310 -0.0469
H -2.4309 -1.8875 1.4615
```


# 3
Formula: C4H11N2O
Source: the OMol25 dataset
Level of theory: ωB97M-V/def2-TZVPD

Output
Charge: -1
SMILES: NCNCCC[O-]
Gap between HOMO and LUMO in hartree: 0.23267

Geometry as XYZ:
```
18
C4H11N2O | the OMol25 dataset | ωB97M-V/def2-TZVPD
N -0.9892 -2.7728 -0.7638
C 0.0402 -1.8990 -0.2674
N -0.5259 -0.6307 0.1578
C -0.1935 0.5566 -0.7321
C 0.8121 1.4624 -0.1321
C 0.4235 1.9563 1.4218
O 1.2379 2.8217 1.7963
H -1.3708 -2.4679 -1.5838
H -1.6347 -2.9102 -0.1281
H 0.7325 -1.7614 -1.1398
H 0.5973 -2.4072 0.4889
H -0.3998 -0.2447 1.1203
H -1.2009 0.9354 -1.0633
H 0.1721 0.2367 -1.8309
H 1.8951 1.1573 -0.1173
H 0.7487 2.5028 -0.6631
H -0.6456 2.3636 1.2915
H 0.3010 1.1010 2.1451
```


# 4
Formula: C4H11N2O
Source: the OMol25 dataset
Level of theory: ωB97M-V/def2-TZVPD

Output
Spin multiplicity: 2
Gap between HOMO and LUMO (spin up / spin down) in hartree: 0.19114 / 0.38434

Geometry as XYZ:
```
18
C4H11N2O | the OMol25 dataset | ωB97M-V/def2-TZVPD
C -1.2860 -0.1994 -2.3675
N -1.5059 -1.3568 -1.7018
O -0.2937 0.5300 -2.1649
H -1.9727 -0.0324 -3.2402
H -1.2064 -1.4230 -0.7653
H -2.3027 -1.9201 -1.9632
C -0.6376 0.2915 1.8778
C 0.8931 0.1083 1.7323
C 1.8190 0.3613 -0.5958
N 1.4627 0.8114 0.5313
H -0.9141 1.3791 1.9480
H -1.1467 -0.1548 1.0515
H -1.0042 -0.1450 2.8374
H 1.4145 0.5539 2.6186
H 1.2027 -0.9810 1.6009
H 2.0820 1.0645 -1.3948
H 1.8589 -0.7060 -0.7265
H 1.5369 1.8186 0.7223
```


# 5
Formula: C4H11N2O
Source: the OMol25 dataset
Level of theory: ωB97M-V/def2-TZVPD

Output
Spin multiplicity: 2
Gap between HOMO and LUMO (spin up / spin down) in hartree: 0.14574 / 0.28564

Geometry as XYZ:
```
18
C4H11N2O | the OMol25 dataset | ωB97M-V/def2-TZVPD
O 0.8124 -2.6096 0.0817
C 0.8804 -1.3749 0.3088
C -0.4141 -0.5967 0.4013
C -0.4973 0.5441 -0.6492
C 0.8023 1.3563 -0.8822
N 1.2833 1.7845 0.4682
N -1.5209 -1.5583 0.3997
H 1.8383 -0.9021 0.5790
H -0.3115 0.0586 1.3249
H -1.2867 1.1690 -0.1753
H -0.9277 0.2229 -1.6131
H 0.5465 2.0967 -1.6280
H 1.6246 0.6385 -1.1038
H 0.6209 2.2024 1.1097
H 2.0256 2.4707 0.3975
H -1.8952 -1.7037 -0.5786
H -1.1960 -2.4924 0.6842
H -2.3851 -1.3060 0.8751
```


# 6
Formula: C4H11N2O
Source: the OMol25 dataset
Level of theory: ωB97M-V/def2-TZVPD

Output
Charge: +1
Gap between HOMO and LUMO in hartree: 0.38493

Geometry as XYZ:
```
18
C4H11N2O | the OMol25 dataset | ωB97M-V/def2-TZVPD
C 1.1708 -1.2547 -0.6419
C 1.4886 -0.3315 0.5498
C 0.0570 -0.2616 -0.3473
C -1.2299 -0.6877 0.3584
N -0.0835 1.0670 -0.8449
N -1.9822 0.5850 0.4657
O 2.1666 0.9358 0.3983
H 1.5280 -1.1797 -1.6683
H 1.0662 -2.2692 -0.1282
H 1.4436 -0.5858 1.6148
H -1.2229 -1.1213 1.4336
H -1.9077 -1.3429 -0.2865
H -0.2928 0.9828 -1.8436
H 0.8057 1.6371 -0.8153
H -2.3985 0.7506 1.3572
H -2.6875 0.6952 -0.2409
H -0.9924 1.3054 -0.1497
H 3.0709 1.0756 0.7889
```


# 7
Formula: C4H11N2O
Source: the OMol25 dataset
Level of theory: ωB97M-V/def2-TZVPD

Output
Charge: +1
SMILES: C[NH+](C)[C@]1(C)NO1
Gap between HOMO and LUMO in hartree: 0.41362

Geometry as XYZ:
```
18
C4H11N2O | the OMol25 dataset | ωB97M-V/def2-TZVPD
C 0.5987 -1.1917 1.3172
N 0.2115 0.0895 0.6987
C 1.3722 0.9168 0.0908
C -0.8682 -0.0044 -0.4344
C -0.7079 -0.4804 -1.7952
N -1.8603 1.3237 -0.2016
O -2.1315 0.0561 0.2241
H 1.1877 -1.7297 0.5989
H 1.2633 -0.9699 2.1477
H -0.2582 -1.8199 1.6289
H -0.3727 0.4795 1.4100
H 2.3336 0.4213 0.1216
H 1.0734 1.3390 -0.7931
H 1.5411 1.8407 0.6434
H 0.3882 -0.6736 -2.1098
H -1.2099 0.0721 -2.5350
H -1.1106 -1.4476 -1.7151
H -1.4507 1.7785 0.7029
```


# 8
Formula: C4H11N2O
Source: the OMol25 dataset
Level of theory: ωB97M-V/def2-TZVPD

Output
Charge: +1
SMILES: C[C@@](N)([NH3+])[C@H]1CO1
Gap between HOMO and LUMO in hartree: 0.39308

Geometry as XYZ:
```
18
C4H11N2O | the OMol25 dataset | ωB97M-V/def2-TZVPD
C 0.3470 1.2634 -1.2077
C -0.1876 0.3160 -0.2021
N -0.7793 0.9955 0.8766
N -1.3114 -0.6718 -0.8213
C 0.8252 -0.9247 0.2484
C 1.5068 -0.8873 1.5652
O 0.3568 -1.6443 1.2856
H 1.2844 1.6008 -0.7654
H -0.1890 2.1409 -1.1469
H 0.3256 1.0015 -2.2275
H -1.0336 2.0427 0.7584
H -1.3170 0.3519 1.4661
H -1.4694 -1.3143 -0.1220
H -0.9285 -1.1141 -1.5970
H -2.2623 -0.3230 -1.2107
H 1.1157 -1.3261 -0.6984
H 2.4292 -1.4596 1.6316
H 1.2874 -0.0476 2.1672
```


# 9
Formula: C4H11N2O
Source: the OMol25 dataset
Level of theory: ωB97M-V/def2-TZVPD

Output
Charge: +1
SMILES: CO[C@@H](N)C(C)=[NH2+]
Gap between HOMO and LUMO in hartree: 0.38249

Geometry as XYZ:
```
18
C4H11N2O | the OMol25 dataset | ωB97M-V/def2-TZVPD
C 0.1725 1.9429 -1.0659
O -0.3928 0.6350 -0.9043
C -0.6994 0.2358 0.4416
N -1.9610 -0.1654 0.7601
C 0.4734 -0.6892 0.4213
C 0.2026 -2.0252 -0.1245
N 1.6087 -0.3349 0.9821
H 0.2188 2.2450 -2.1890
H -0.5318 2.7144 -0.4373
H 1.1410 1.9911 -0.7748
H -0.5041 1.0697 1.2541
H -2.7678 0.4313 0.6362
H -2.1827 -0.9795 0.2085
H 1.0307 -2.5279 -0.3126
H -0.4682 -1.8463 -0.9161
H -0.3223 -2.6583 0.7129
H 1.7089 0.4713 1.6110
H 2.4703 -0.9011 0.8570
```


# 10
Formula: C4H11N2O
Source: the OMol25 dataset
Level of theory: ωB97M-V/def2-TZVPD

Output
Charge: +1
SMILES: NCC[C@H]([NH3+])C=O
Gap between HOMO and LUMO in hartree: 0.41645

Geometry as XYZ:
```
18
C4H11N2O | the OMol25 dataset | ωB97M-V/def2-TZVPD
N 1.6936 0.7471 -0.5217
C 0.7012 0.3545 -1.5119
C -0.2970 -0.6077 -0.8724
C -0.9606 0.0049 0.3822
N -0.0296 0.7647 1.2800
C -1.5455 -1.1538 1.1605
O -0.9724 -1.5008 2.1651
H 2.2721 1.5575 -0.6573
H 2.3938 0.0314 -0.3703
H 0.1733 1.1981 -1.9603
H 1.1427 -0.2035 -2.3392
H -1.1549 -0.8987 -1.4927
H 0.0892 -1.5945 -0.6418
H -1.7301 0.7045 0.0378
H 0.8707 0.9005 0.6777
H 0.2558 -0.0298 1.8993
H -0.4668 1.4571 1.8779
H -2.4354 -1.7316 0.8870
```


# 11
Formula: C4H11N2O
Source: the OMol25 dataset
Level of theory: ωB97M-V/def2-TZVPD

Output
Charge: +2
Spin multiplicity: 2
Gap between HOMO and LUMO (spin up / spin down) in hartree: 0.41375 / 0.10997

Geometry as XYZ:
```
18
C4H11N2O | the OMol25 dataset | ωB97M-V/def2-TZVPD
O 3.1043 1.7661 -0.6595
C 2.7172 1.4740 0.4618
C 1.7358 0.3233 0.6415
N 1.1496 -0.1833 -0.6217
H 2.9815 1.9520 1.4127
H 2.1309 -0.4701 1.2880
H 0.8446 0.6630 1.2076
H 0.1564 -0.5417 -0.4564
H 1.1229 0.6504 -1.2739
H 1.7267 -0.8975 -1.0626
C -2.2419 0.4520 -0.0613
C -2.0623 -1.9261 -0.1644
N -1.4654 -0.7977 0.0046
H -2.1746 1.0790 0.8641
H -3.3045 0.2549 -0.2965
H -1.8082 1.1037 -0.8749
H -1.4921 -2.8820 -0.0078
H -3.1211 -2.0199 -0.4014
```


# 12
Formula: C4H11N2O2
Source: the OMol25 dataset
Level of theory: ωB97M-V/def2-TZVPD

Output
Charge: +1
SMILES: CNC(=O)[C@@H]([NH3+])CO
Gap between HOMO and LUMO in hartree: 0.40263

Geometry as XYZ:
```
19
C4H11N2O2 | the OMol25 dataset | ωB97M-V/def2-TZVPD
C -2.2189 0.2633 -1.0344
N -1.0855 -0.3738 -1.6416
C 0.0799 -0.6673 -1.0780
O 1.1502 -0.9070 -1.6277
C 0.3001 -0.3418 0.4116
N 1.3278 -1.2774 0.9828
C 0.8139 1.0849 0.5310
O 1.5211 1.1018 1.8290
H -2.9468 0.5707 -1.8044
H -2.0031 1.2524 -0.6023
H -2.8195 -0.3483 -0.3603
H -1.2777 -0.7035 -2.5796
H -0.5857 -0.3878 1.0480
H 0.7751 -2.0152 1.4078
H 1.9921 -0.7204 1.5358
H 1.9074 -1.6274 0.2029
H 1.6990 1.3761 -0.0475
H 0.0028 1.8039 0.5323
H 1.3678 1.9165 2.2946
```


# 13
Formula: C4H11N2O2
Source: the OMol25 dataset
Level of theory: ωB97M-V/def2-TZVPD

Output
Charge: +1
Gap between HOMO and LUMO in hartree: 0.38118

Geometry as XYZ:
```
19
C4H11N2O2 | the OMol25 dataset | ωB97M-V/def2-TZVPD
C 1.6771 -0.9304 0.4086
C 0.2442 -0.9480 0.5255
C -0.5866 -1.9597 0.8028
N -1.9067 -1.4840 0.6356
C -1.7839 -0.1097 0.3386
N -0.4585 0.2375 0.3176
H 2.0893 -1.5777 -0.3225
H 2.3002 -1.0353 1.2465
H 2.1465 0.0150 0.0061
H -0.2840 -2.9270 0.9999
H -2.7944 -1.9895 0.6210
H -2.6489 0.4479 0.0607
H 0.0663 1.0462 -0.1081
H -2.4504 1.8291 -1.5990
H -1.1065 1.3834 -2.5338
O -1.6797 1.1756 -1.6663
H 2.2068 2.5714 -0.6065
H 2.8009 2.3119 0.7941
O 2.1682 1.9433 0.0790
```


In order of appearance, energy relative to the best compared isomer or geometry (same formula, charge and spin) = 17.3, 161.3, 60.1, 25.9, 58.9, 83.8, 142.9, 82.6, 74.2, 40.4, 77.2, 33.6, 39.6 kcal/mol.